No. 1
{"formula": "C21H39BrGeNO5Zr", "method": "ωB97M-V with the def2-TZVPD basis set", "symbols": ["Zr", "C", "C", "C", "C", "O", "Ge", "O", "C", "C", "C", "C", "O", "C", "C", "C", "C", "H", "H", "H", "H", "H", "H", "H", "H", "H", "H", "H", "H", "H", "H", "H", "H", "H", "H", "H", "H", "H", "H", "H", "H", "H", "H", "H", "O", "C", "C", "C", "N", "C", "Br", "C", "H", "H", "H", "H", "C", "C", "C", "O", "C", "H", "H", "H", "H", "H", "H", "H", "H"], "coordinates": [[0.0445, 0.1382, -0.1011], [-3.7835, -0.8692, -2.2355], [-2.5733, 0.0252, -2.4310], [-2.9141, 1.4928, -2.4492], [-1.7631, -0.4189, -3.6253], [-1.6767, -0.2126, -1.1654], [-2.7188, 0.1057, 0.4938], [-1.0642, -0.9442, 1.1375], [-1.0356, -2.0644, 2.2210], [-1.1115, -3.3656, 1.4644], [-2.2336, -1.8173, 3.1071], [0.2809, -1.8590, 2.9374], [-1.2214, 1.6057, 0.4832], [-1.0726, 2.6476, 1.5635], [-2.4574, 3.1081, 1.9645], [-0.3434, 1.9654, 2.7075], [-0.2735, 3.7658, 0.9302], [-4.3459, -0.9221, -3.1695], [-4.4826, -0.4768, -1.4912], [-3.4956, -1.8904, -1.9829], [-3.5776, 1.6937, -3.2929], [-2.0412, 2.1392, -2.5605], [-3.4622, 1.8226, -1.5602], [-2.3371, -0.2026, -4.5275], [-1.5632, -1.4885, -3.6105], [-0.8225, 0.1287, -3.7249], [-1.9955, -3.4161, 0.8276], [-1.1818, -4.1881, 2.1785], [-0.2194, -3.5349, 0.8573], [-3.1754, -2.0046, 2.5871], [-2.2265, -0.8127, 3.5340], [-2.1978, -2.5156, 3.9461], [1.1092, -1.7929, 2.2174], [0.5032, -2.7249, 3.5631], [0.2753, -0.9761, 3.5764], [-3.0465, 2.3054, 2.4149], [-2.9939, 3.5322, 1.1157], [-2.3714, 3.8878, 2.7236], [-0.9857, 1.3005, 3.2855], [0.0940, 2.6920, 3.3930], [0.4873, 1.3283, 2.3432], [-0.7703, 4.1562, 0.0428], [0.7360, 3.4363, 0.6538], [-0.1576, 4.5863, 1.6393], [5.6013, 3.2682, -0.7139], [4.5438, 2.6151, -0.4222], [4.2974, 2.0367, 0.8889], [3.0851, 1.3507, 1.0669], [2.2063, 1.2384, 0.0858], [2.4444, 1.7899, -1.1511], [1.0289, 1.5464, -2.3503], [3.5721, 2.4742, -1.4690], [6.2865, 3.3921, -0.0179], [5.0186, 2.1317, 1.6957], [2.8405, 0.8999, 2.0217], [3.7603, 2.9168, -2.4414], [2.9895, -2.9346, -1.6479], [1.6420, -3.5273, -2.0460], [0.6753, -2.3799, -1.8821], [1.2841, -1.5228, -0.7604], [2.6386, -2.0950, -0.4468], [3.4164, -2.3272, -2.4464], [3.7101, -3.7065, -1.3811], [1.3728, -4.3597, -1.3964], [1.6324, -3.8803, -3.0765], [-0.3201, -2.6543, -1.5417], [0.6264, -1.7200, -2.7455], [2.5132, -2.6735, 0.4670], [3.2963, -1.2456, -0.2712]], "atomic_forces_ev_per_a": [[-1.55, -1.28, 0.00], [-0.05, 0.05, -0.01], [0.18, -0.26, 0.07], [-0.12, 0.28, -0.04], [0.03, 0.09, -0.03], [0.25, 0.15, -0.38], [0.13, 0.13, 0.26], [0.27, 0.05, 0.36], [-0.14, 0.33, -0.19], [0.03, -0.14, -0.03], [0.04, -0.11, 0.07], [0.18, -0.08, -0.02], [0.11, 0.24, 0.41], [-0.21, -0.26, -0.23], [0.04, 0.10, 0.06], [0.19, -0.12, 0.17], [0.10, 0.10, 0.03], [0.00, 0.06, -0.01], [0.00, -0.04, 0.01], [0.03, 0.01, 0.01], [0.02, -0.04, -0.01], [0.04, -0.08, -0.02], [0.00, -0.10, 0.03], [0.00, -0.03, 0.00], [-0.03, -0.02, 0.01], [-0.02, 0.00, 0.00], [-0.03, 0.03, 0.03], [0.01, 0.00, -0.01], [0.01, 0.03, 0.01], [-0.01, 0.02, -0.01], [-0.01, 0.02, -0.02], [-0.02, 0.00, -0.01], [-0.03, -0.02, -0.01], [-0.06, 0.03, 0.05], [-0.04, 0.01, -0.01], [0.00, -0.04, -0.02], [-0.01, 0.00, 0.00], [-0.03, 0.00, -0.01], [-0.09, 0.06, -0.02], [-0.06, 0.00, 0.02], [0.06, 0.17, -0.04], [-0.03, -0.01, 0.01], [-0.02, -0.04, 0.01], [-0.02, 0.00, -0.01], [0.01, 0.00, 0.02], [0.13, 0.08, -0.01], [-0.04, 0.04, -0.19], [0.06, 0.07, -0.10], [-0.17, -0.08, 0.17], [0.69, 0.43, 0.05], [0.13, 0.26, -0.52], [-0.11, -0.10, 0.14], [0.00, 0.00, -0.01], [0.00, 0.00, 0.00], [0.04, 0.01, 0.02], [0.01, 0.00, 0.01], [0.05, -0.06, 0.09], [-0.09, -0.02, -0.11], [0.14, 0.19, 0.34], [0.09, -0.09, -0.29], [-0.26, 0.21, 0.08], [-0.01, 0.01, -0.01], [0.03, 0.01, -0.03], [-0.01, -0.01, 0.00], [0.02, -0.06, 0.02], [-0.02, -0.03, -0.02], [0.04, -0.05, -0.06], [0.06, -0.07, -0.02], [0.06, -0.04, 0.00]], "lowdin_charge": [1.72, -0.03, -0.58, -0.02, -0.02, -0.54, 1.34, -0.54, -0.56, 0.00, -0.02, -0.01, -0.52, -0.61, -0.01, -0.01, 0.00, 0.13, 0.08, 0.11, 0.13, 0.08, 0.08, 0.13, 0.10, 0.04, 0.11, 0.13, 0.08, 0.09, 0.09, 0.13, 0.07, 0.13, 0.09, 0.08, 0.11, 0.13, 0.09, 0.12, 0.04, 0.11, 0.06, 0.12, 0.32, -0.17, 0.21, -0.03, -0.05, -0.64, 1.09, 0.08, 0.22, 0.17, 0.15, 0.17, -0.12, -0.11, -0.10, -0.39, -0.11, 0.14, 0.15, 0.14, 0.15, 0.12, 0.11, 0.13, 0.11], "spin_multiplicity": 2, "max_force_ev_per_a": 2.02, "total_charge": 4, "s_squared": 0.785, "e_above_lowest_kj_mol": 33.0, "homo_energy_ev": [-21.81, -21.80]}


No. 2
{"formula": "C30H40BrF4N4PS3Ti", "method": "ωB97M-V with the def2-TZVPD basis set", "symbols": ["Ti", "N", "C", "C", "N", "C", "C", "N", "C", "C", "N", "H", "H", "H", "H", "H", "H", "H", "H", "H", "H", "H", "H", "H", "H", "H", "H", "H", "H", "F", "C", "C", "F", "C", "F", "C", "P", "C", "C", "C", "C", "C", "C", "C", "C", "C", "C", "C", "C", "C", "Br", "C", "F", "H", "H", "H", "H", "H", "H", "H", "H", "H", "H", "C", "C", "S", "C", "C", "S", "C", "C", "S", "H", "H", "H", "H", "H", "H", "H", "H", "H", "H", "H", "H"], "coordinates": [[-0.0697, -0.4470, -0.8300], [0.2186, -2.4265, -1.5980], [-0.9003, -3.3729, -1.2625], [-2.0951, -2.5841, -0.7344], [-1.6926, -1.4262, 0.1237], [-2.8527, -0.4825, 0.2079], [-2.8868, 0.3631, -1.0542], [-1.5159, 0.9301, -1.1992], [-1.2646, -1.8574, 1.4945], [0.2149, -2.2119, 1.5179], [0.9352, -1.0652, 0.8871], [0.2480, -2.3589, -2.6197], [1.1044, -2.8730, -1.3509], [-0.5627, -4.1218, -0.5503], [-1.2183, -3.9227, -2.1485], [-2.7543, -3.2590, -0.1832], [-2.6614, -2.1958, -1.5812], [-2.6949, 0.1850, 1.0545], [-3.7897, -1.0191, 0.3730], [-3.6482, 1.1379, -0.9489], [-3.1281, -0.2218, -1.9430], [-1.4464, 1.6948, -0.5134], [-1.4079, 1.3959, -2.1035], [-1.8786, -2.6836, 1.8594], [-1.4059, -1.0164, 2.1759], [0.4307, -3.1366, 0.9894], [0.5240, -2.3560, 2.5544], [1.9240, -1.3068, 0.7871], [0.9183, -0.3046, 1.5916], [-0.4452, 3.1530, 7.6725], [-0.4884, 2.9556, 6.3851], [-1.1228, 3.8700, 5.5509], [-1.6674, 4.9547, 6.0463], [-1.1830, 3.6344, 4.1848], [-1.7953, 4.5407, 3.4260], [-0.6224, 2.4967, 3.6033], [-0.6503, 2.2343, 1.7820], [-2.3771, 2.6413, 1.3622], [-2.7234, 3.3572, 0.2071], [-4.0343, 3.7738, 0.0210], [-5.0133, 3.4404, 0.9490], [-4.6916, 2.6578, 2.0555], [-3.3869, 2.2393, 2.2484], [0.4285, 3.6297, 1.2905], [1.8027, 3.3851, 1.3740], [2.7072, 4.4258, 1.2243], [2.2450, 5.7088, 0.9516], [0.8814, 5.9493, 0.8556], [-0.0343, 4.9182, 1.0172], [0.0281, 1.6093, 4.4628], [0.8650, 0.0543, 3.7977], [0.0981, 1.8224, 5.8276], [0.7195, 0.9500, 6.5956], [-1.9638, 3.6630, -0.5070], [-4.2877, 4.3888, -0.8330], [-6.0293, 3.7851, 0.8095], [-5.4541, 2.3930, 2.7760], [-3.1408, 1.6343, 3.1137], [2.1612, 2.3819, 1.5928], [3.7694, 4.2419, 1.3247], [2.9479, 6.5214, 0.8248], [0.5139, 6.9520, 0.6798], [-1.0888, 5.1399, 0.9792], [1.9842, 3.1252, -2.9577], [2.6054, 2.4871, -1.7281], [2.1910, 0.7496, -1.3158], [2.7884, -0.2541, -2.7251], [1.9625, -0.1895, -4.0005], [0.1544, -0.3144, -3.7228], [-0.5083, 0.8984, -4.9234], [-0.0490, 2.3520, -4.7819], [0.1715, 2.9352, -3.0696], [2.4231, 2.7469, -3.8775], [2.1865, 4.1963, -2.9143], [2.3316, 3.0256, -0.8219], [3.6939, 2.4903, -1.8194], [2.8442, -1.2721, -2.3349], [3.8106, 0.0720, -2.9273], [2.2516, -1.0115, -4.6573], [2.1273, 0.7365, -4.5446], [-1.5902, 0.7969, -4.8247], [-0.2270, 0.5148, -5.9067], [-0.7980, 2.9942, -5.2453], [0.8859, 2.5326, -5.3082]], "atomic_forces_ev_per_a": [[1.09, 1.08, -1.21], [0.06, -0.37, -0.17], [-0.50, -0.22, 0.29], [0.20, -0.35, -0.38], [-0.19, -0.15, 0.31], [-0.22, 0.32, -0.11], [-0.39, -0.61, 0.31], [-0.92, 0.38, -0.02], [0.26, -0.14, 0.34], [-0.56, -0.21, 0.04], [0.25, -0.48, 0.24], [0.00, 0.00, 0.02], [0.00, 0.04, 0.09], [0.14, 0.10, 0.02], [0.14, 0.02, -0.04], [-0.09, 0.15, 0.05], [-0.03, 0.04, 0.05], [0.02, -0.16, -0.03], [0.06, -0.08, -0.04], [0.17, 0.14, -0.08], [0.04, 0.07, -0.03], [-0.07, -0.04, -0.07], [0.28, 0.01, 0.01], [-0.04, 0.00, -0.11], [-0.09, 0.03, -0.11], [0.14, 0.05, -0.03], [0.10, 0.02, -0.08], [0.01, 0.11, -0.10], [0.01, 0.13, -0.11], [0.04, 0.03, 0.05], [-0.05, 0.02, -0.14], [0.01, -0.01, 0.04], [0.00, -0.02, 0.03], [0.06, -0.11, -0.22], [0.02, -0.02, 0.03], [0.02, -0.48, -0.06], [0.03, 0.75, 0.29], [0.25, -0.04, -0.08], [0.08, 0.16, 0.24], [-0.13, -0.04, -0.12], [0.00, -0.01, -0.05], [0.02, -0.10, -0.07], [0.03, 0.10, -0.02], [-0.22, -0.31, -0.36], [-0.07, 0.01, 0.16], [0.05, -0.04, -0.03], [0.02, -0.02, 0.02], [-0.12, 0.06, -0.06], [0.17, -0.03, 0.12], [-0.24, 0.28, -0.06], [0.23, -0.02, 0.50], [0.11, -0.18, -0.19], [-0.03, 0.06, 0.14], [0.01, 0.16, 0.07], [-0.01, -0.03, -0.02], [0.00, 0.04, 0.01], [-0.02, -0.02, -0.02], [0.00, 0.11, 0.11], [0.05, 0.03, 0.09], [0.00, 0.00, 0.01], [0.00, 0.01, 0.06], [0.05, 0.01, -0.05], [-0.05, 0.02, 0.04], [-0.34, -0.23, -0.05], [-0.27, 0.19, -0.14], [0.22, -0.28, 0.07], [-0.23, 0.12, 0.12], [-0.20, 0.03, 0.02], [0.30, -0.18, 0.08], [-0.08, 0.14, 0.23], [0.11, 0.02, 0.34], [0.07, 0.25, -0.22], [0.03, 0.05, -0.01], [0.13, -0.03, 0.04], [0.04, -0.04, 0.00], [0.02, -0.07, 0.14], [0.12, -0.01, -0.04], [0.04, -0.09, 0.06], [-0.01, 0.02, -0.02], [0.00, 0.02, 0.04], [0.00, 0.00, -0.05], [-0.11, -0.14, 0.02], [0.01, -0.04, -0.07], [-0.03, -0.01, -0.07]], "lowdin_charge": [1.01, -0.04, -0.12, -0.11, -0.24, -0.12, -0.13, -0.08, -0.12, -0.19, -0.11, 0.04, 0.13, 0.13, 0.15, 0.16, 0.13, 0.09, 0.17, 0.14, 0.13, 0.02, 0.02, 0.16, 0.11, 0.12, 0.11, 0.12, -0.06, 0.22, -0.11, -0.11, 0.20, -0.19, 0.13, -0.31, 1.13, -0.41, -0.14, -0.03, -0.01, -0.01, -0.10, -0.36, -0.15, -0.06, -0.02, -0.02, -0.07, -0.54, 1.01, -0.24, 0.13, 0.10, 0.13, 0.13, 0.13, 0.12, 0.10, 0.13, 0.13, 0.13, 0.10, -0.45, -0.41, 0.88, -0.43, -0.41, 0.90, -0.42, -0.46, 0.90, 0.08, 0.11, 0.04, 0.12, 0.08, 0.12, 0.12, 0.08, 0.09, 0.11, 0.10, 0.09], "max_force_ev_per_a": 1.96, "total_charge": 4, "e_above_lowest_kj_mol": 31.0, "homo_energy_ev": [-18.55, -18.55]}


No. 3
{"formula": "C7H8", "method": "ωB97M-V with the def2-TZVPD basis set", "symbols": ["C", "C", "C", "C", "C", "C", "C", "H", "H", "H", "H", "H", "H", "H", "H"], "coordinates": [[2.7063, 1.5660, 0.2615], [1.6777, 1.2479, -0.2783], [0.4045, 0.7409, -0.7954], [-0.1813, -0.3169, 0.1940], [-0.3910, -1.6816, -0.4716], [-1.4319, 0.1317, 0.8192], [-2.4748, 0.4387, 1.3377], [3.6105, 1.8383, 0.7589], [0.5575, 0.2831, -1.7809], [-0.3018, 1.5650, -0.9427], [0.5561, -0.4442, 0.9945], [-1.1074, -1.6051, -1.2961], [0.5576, -2.0651, -0.8619], [-0.7836, -2.3977, 0.2560], [-3.3985, 0.6990, 1.8051]], "atomic_forces_ev_per_a": [[-0.39, -0.11, -0.21], [0.43, 0.12, 0.26], [-0.01, 0.03, -0.03], [-0.02, -0.07, 0.07], [-0.02, -0.09, -0.06], [-0.43, 0.12, 0.22], [0.38, -0.11, -0.20], [-0.13, 0.01, -0.15], [0.01, 0.05, 0.19], [0.13, -0.12, 0.07], [-0.15, 0.01, -0.08], [0.10, -0.01, 0.10], [-0.12, 0.08, 0.04], [0.06, 0.08, -0.13], [0.16, 0.00, -0.09]], "lowdin_charge": [0.11, -0.15, -0.17, -0.38, -0.07, -0.12, 0.12, 0.02, 0.12, 0.12, 0.13, 0.09, 0.08, 0.08, 0.02], "max_force_ev_per_a": 0.52, "smiles": "C#CC[C@H](C)C#C", "e_above_lowest_kj_mol": 372.0, "homo_energy_ev": -9.88}


No. 4
{"formula": "C3H4O2", "method": "ωB97M-V with the def2-TZVPD basis set", "symbols": ["C", "O", "C", "C", "O", "H", "H", "H", "H"], "coordinates": [[-1.0523, -0.1028, 0.7376], [-0.5616, -1.0536, -0.1852], [0.6637, -0.4480, -0.7189], [1.2402, 0.7576, -0.6896], [1.2292, -0.6147, -1.7910], [-2.1269, -0.4091, 1.0154], [-1.0372, 0.8649, 0.4090], [-0.6351, -0.1364, 1.6671], [2.2801, 1.1422, -0.4443]], "atomic_forces_ev_per_a": [[-4.03, -2.62, 0.43], [4.18, 1.61, -1.68], [-4.27, -0.49, 2.54], [1.49, 1.88, 0.92], [0.85, -1.80, -2.20], [1.35, 0.45, -1.00], [-0.02, 2.41, -1.28], [2.00, -0.33, 2.43], [-1.55, -1.10, -0.16]], "lowdin_charge": [-0.11, -0.02, -0.51, 0.19, 0.11, 0.13, 0.05, 0.06, 0.09], "max_force_ev_per_a": 4.99, "smiles": "COC1=CO1", "e_above_lowest_kj_mol": 514.0, "homo_energy_ev": -8.92}